{
  "formula": "C39H30F4GeN4PPdSe",
  "method": "wB97M-V/def2-TZVPD",
  "species": ["Pd", "C", "C", "C", "C", "C", "C", "P", "C", "C", "C", "C", "C", "C", "C", "C", "C", "C", "C", "C", "C", "C", "C", "C", "H", "H", "H", "H", "H", "H", "H", "H", "H", "H", "H", "H", "H", "H", "H", "H", "C", "Ge", "C", "C", "C", "Se", "C", "H", "H", "H", "H", "H", "H", "H", "H", "H", "H", "H", "H", "H", "H", "F", "C", "C", "F", "C", "C", "C", "F", "C", "C", "C", "N", "C", "N", "F", "C", "C", "N", "C", "N"],
  "positions_angstrom": [[0.64637, -1.75542, 0.04381], [2.52989, -1.32440, 5.61590], [1.27747, -0.73386, 5.73358], [0.41080, -0.72919, 4.65313], [0.79463, -1.32296, 3.45182], [2.05380, -1.90529, 3.33317], [2.91817, -1.90697, 4.41892], [-0.31200, -1.39884, 2.02399], [-1.28660, 0.12243, 2.05557], [-2.64388, 0.11273, 1.74120], [-3.31895, 1.31373, 1.57667], [-2.64075, 2.51935, 1.70060], [-1.28615, 2.53505, 2.00970], [-0.61440, 1.33631, 2.19486], [-1.45493, -2.77701, 2.24674], [-2.25458, -3.06022, 3.31917], [-3.08847, -4.19774, 3.27297], [-3.09649, -5.01252, 2.17204], [-2.27127, -4.74618, 1.05268], [-2.22131, -5.56934, -0.09887], [-1.37450, -5.25509, -1.12276], [-0.54224, -4.10956, -1.06862], [-0.57443, -3.28661, 0.01961], [-1.44216, -3.60382, 1.10273], [3.20932, -1.31798, 6.45873], [0.98180, -0.26688, 6.66416], [-0.55602, -0.24649, 4.73472], [2.35605, -2.34536, 2.38823], [3.89916, -2.35303, 4.32176], [-3.16727, -0.82707, 1.61316], [-4.37378, 1.30505, 1.33153], [-3.16058, 3.45588, 1.54209], [-0.75093, 3.47487, 2.06036], [0.44511, 1.34760, 2.41577], [-2.25392, -2.42390, 4.19629], [-3.72452, -4.42601, 4.11854], [-3.73753, -5.88635, 2.14850], [-2.85256, -6.44816, -0.15155], [-1.32903, -5.88965, -1.99910], [0.12864, -3.90218, -1.89383], [-1.40283, 1.92572, -4.75651], [-1.61639, 2.25491, -2.83791], [-3.41188, 1.70085, -2.29155], [-1.27239, 4.12424, -2.41884], [-0.32371, 1.16580, -1.83345], [-0.33613, -0.74416, -2.24053], [0.80144, -0.71247, -3.81954], [-2.04914, 2.60079, -5.31963], [-1.67720, 0.90092, -5.01049], [-0.37270, 2.10153, -5.06865], [-4.17220, 2.20861, -2.88680], [-3.57505, 1.94155, -1.24071], [-3.53009, 0.62389, -2.42239], [-1.99622, 4.76917, -2.91969], [-0.27080, 4.40667, -2.74782], [-1.32282, 4.30662, -1.34449], [-0.53676, 1.24819, -0.76461], [0.69366, 1.52190, -1.99209], [0.19916, -0.49079, -4.69561], [1.27072, -1.68827, -3.91838], [1.57611, 0.03754, -3.68850], [4.11389, 1.30655, -3.71073], [3.56962, 1.55864, -2.50674], [3.23924, 2.87163, -2.22882], [3.46525, 3.77201, -3.19578], [2.66164, 3.28924, -1.02356], [2.45748, 2.23460, -0.13465], [2.72449, 0.91871, -0.44807], [2.33823, -0.00930, 0.49142], [3.31079, 0.49194, -1.63760], [3.56578, -0.90812, -1.97296], [3.12862, -1.93498, -1.14713], [2.72179, -2.79766, -0.46589], [4.07481, -1.34512, -3.21913], [4.44503, -1.76738, -4.22999], [1.96317, 2.48227, 1.09376], [2.27687, 4.65974, -0.73317], [1.17912, 4.92573, 0.10090], [0.25396, 5.12235, 0.77449], [2.97143, 5.76293, -1.27198], [3.54204, 6.66809, -1.71416]],
  "lowdin_charge": [0.58, -0.08, -0.08, -0.09, -0.34, -0.08, -0.07, 1.02, -0.35, -0.08, -0.10, -0.07, -0.06, -0.10, -0.30, -0.07, -0.07, -0.03, -0.17, -0.04, -0.07, -0.11, -0.25, -0.20, 0.10, 0.10, 0.11, 0.08, 0.11, 0.10, 0.10, 0.11, 0.07, 0.10, 0.11, 0.10, 0.11, 0.11, 0.10, 0.09, -0.22, 0.75, -0.21, -0.20, -0.56, 0.92, -0.35, 0.02, 0.01, 0.02, 0.02, 0.00, 0.01, 0.02, 0.02, 0.00, 0.01, 0.00, 0.01, 0.02, 0.02, 0.09, -0.17, -0.16, 0.10, -0.08, -0.18, -0.16, 0.00, -0.09, -0.22, -0.27, 0.09, -0.28, 0.12, 0.08, -0.23, -0.26, 0.11, -0.27, 0.09],
  "e_lumo_ha": 0.053,
  "e_above_lowest_kj_mol": 4.7,
  "e_tot_ha": -7070.2722,
  "molar_mass_g_mol": 919.65,
  "fmax_ev_per_a": 0.19,
  "e_homo_ev": -3.91,
  "charge": -1
}